(1)
Formula: C4H8N2O2
Source: OMol25
Level of theory: ωB97M-V/def2-TZVPD

Each line ends with the Löwdin charge.
CARTESIAN COORDINATES (ANGSTROEM)
1 C -0.5520 2.0441 -0.1929  -0.0814
2 C -0.0261 0.6598 0.4427  -0.3839
3 C 3.0438 -0.8567 -0.1911  -0.0348
4 C -3.0484 -0.9131 -0.3110  0.0541
5 H -1.4683 2.1472 0.5885  0.0672
6 H -1.2987 1.6084 -1.5312  0.2009
7 H 0.3819 3.0748 -0.5340  0.1870
8 H 0.2200 0.4591 1.6288  0.1908
9 H 3.8271 0.2523 -0.5412  0.1700
10 H 3.6131 -1.7879 -0.3080  0.0445
11 H -2.8824 -1.6137 -1.1158  0.0554
12 H -3.9540 -0.7497 0.2128  0.0353
13 N 1.7874 -0.7329 0.1751  -0.0502
14 N -1.9051 -0.5398 0.4410  -0.0558
15 O 1.3829 0.5896 -0.0199  -0.2204
16 O -0.6477 -0.6004 -0.1300  -0.1788

Calculated values
relative energy (zero: lowest compared OMol25 entry of this formula, charge and spin) = 12.194 eV
total charge = 0
gap between HOMO and LUMO = 10.168 eV
highest occupied orbital energy = -9.568 eV

(2)
Formula: C31H42ClIrN5O10PS2
Source: OMol25
Level of theory: ωB97M-V/def2-TZVPD

Each line ends with the Löwdin charge.
CARTESIAN COORDINATES (ANGSTROEM)
1 Ir -0.2558 0.3271 -0.8473  1.1808
2 O 1.6110 -3.2570 4.1509  -0.0715
3 C 1.0685 -2.0860 4.7683  -0.1390
4 C 0.7840 -1.1005 3.6715  -0.1469
5 C -0.4553 -0.4989 3.4997  0.0471
6 C -0.6633 0.2739 2.3674  -0.0621
7 N 0.2508 0.4363 1.4216  0.0163
8 C 1.4719 -0.0973 1.5962  -0.2188
9 C 1.7759 -0.8447 2.7278  0.0338
10 C 2.4474 0.1190 0.5104  -0.1990
11 C 3.7819 -0.2488 0.6216  0.0732
12 C 4.6643 0.0002 -0.4237  -0.1360
13 C 6.0999 -0.4094 -0.3179  -0.1954
14 O 6.3554 -0.9635 0.9463  -0.0410
15 C 4.1732 0.6561 -1.5484  0.0468
16 C 2.8309 0.9867 -1.5830  -0.0973
17 N 1.9801 0.7017 -0.6043  0.0153
18 H 1.8842 -3.8715 4.8407  0.1268
19 H 1.7956 -1.6715 5.4752  0.1501
20 H 0.1488 -2.3249 5.3120  0.1363
21 H -1.2494 -0.6303 4.2154  0.0885
22 H -1.6159 0.7590 2.2075  0.1213
23 H 2.7595 -1.2597 2.8854  0.1316
24 H 4.1740 -0.7114 1.5097  0.1155
25 H 6.7272 0.4707 -0.5056  0.1507
26 H 6.3092 -1.1390 -1.1169  0.1478
27 H 7.3068 -1.0471 1.0666  0.1138
28 H 4.8137 0.8994 -2.3805  0.1419
29 H 2.4279 1.5401 -2.4184  0.1146
30 C 0.9853 -1.3378 -3.6882  -0.3178
31 S -0.4351 -0.2556 -3.3827  0.8425
32 C 0.0742 1.1710 -4.3884  -0.3084
33 H 1.0705 -1.5067 -4.7584  0.0665
34 H 0.7800 -2.2785 -3.1844  0.0051
35 H 1.8942 -0.8897 -3.2966  0.0318
36 H 1.0518 1.5287 -4.0868  0.0353
37 H -0.6659 1.9502 -4.2578  0.0432
38 H 0.1006 0.8634 -5.4299  0.0637
39 N -0.2333 2.7881 -0.5308  0.1018
40 C 0.4285 3.8306 -1.2038  -0.3136
41 C 1.6680 4.2987 -0.7566  -0.0214
42 C 2.2670 5.3848 -1.3755  -0.0290
43 C 1.6120 5.9504 -2.4371  -0.2020
44 C 0.4180 5.5104 -2.9428  -0.0171
45 C -0.1779 4.4300 -2.3096  -0.0121
46 S 2.3664 7.5145 -3.1535  0.4153
47 O 2.2291 8.3176 -1.9672  -0.3050
48 O 3.6665 6.9655 -3.4483  -0.3247
49 O 1.4818 7.7708 -4.2490  -0.3211
50 H -1.2424 2.8570 -0.6392  0.0904
51 H 0.0168 2.7514 0.4509  0.0999
52 H 2.1359 3.8424 0.1015  0.1074
53 H 3.2030 5.8009 -1.0422  0.1286
54 H -0.0318 6.0058 -3.7881  0.1212
55 H -1.1432 4.0807 -2.6453  0.1138
56 C -4.7968 1.4114 1.3541  -0.0145
57 C -4.5463 0.0005 1.8071  -0.1804
58 C -4.2043 -0.1888 3.1428  -0.0767
59 C -4.0572 -1.4481 3.6951  -0.6728
60 Cl -3.6187 -1.6163 5.3584  0.7124
61 C -4.2826 -2.5768 2.9230  -0.0935
62 C -4.5917 -2.4079 1.5900  -0.0215
63 C -4.6916 -1.1421 1.0063  -0.2149
64 O -4.9762 -1.1937 -0.3385  -0.0285
65 C -4.5380 -0.1745 -1.2100  -0.0643
66 C -3.0319 0.0207 -1.0908  -0.6283
67 O -2.5222 1.1494 -1.1315  -0.0567
68 O -2.3018 -0.9980 -0.9110  -0.1342
69 H -4.8160 2.0706 2.2191  0.0923
70 H -5.7675 1.4888 0.8669  0.1028
71 H -4.0265 1.7743 0.6730  0.0683
72 H -4.0917 0.6763 3.7777  0.1204
73 H -4.2208 -3.5601 3.3616  0.1147
74 H -4.8147 -3.2653 0.9728  0.1191
75 H -5.0538 0.7775 -1.0738  0.1296
76 H -4.7666 -0.5486 -2.2139  0.1569
77 N 1.7131 -3.5224 1.4091  0.1119
78 C 0.9406 -4.4739 0.5895  -0.1456
79 P -0.1590 -3.4040 -0.5199  0.4937
80 O -0.1504 -3.8083 -1.9360  -0.2994
81 O 0.3313 -2.0143 -0.1402  -0.4004
82 C -1.8930 -3.7914 0.0950  -0.1906
83 N -2.7425 -3.4927 -1.0631  0.1028
84 H 1.5107 -3.5362 2.4359  0.1094
85 H 1.3849 -2.5889 1.0026  0.0777
86 H 2.7213 -3.6188 1.2851  0.1697
87 H 0.3689 -5.1668 1.2001  0.1058
88 H 1.5934 -5.0579 -0.0567  0.1136
89 H -2.1984 -3.1840 0.9450  0.0873
90 H -1.9510 -4.8520 0.3437  0.1123
91 H -2.7294 -2.3913 -1.1124  0.0840
92 H -3.6987 -3.8490 -0.9981  0.1592
93 H -2.2501 -3.8506 -1.8996  0.1391

Calculated values
total charge = +2
gap between HOMO and LUMO (alpha / beta) = 3.874 / 3.900 eV
highest occupied orbital energy (alpha / beta) = -11.454 / -11.455 eV

(3)
Formula: C3H6O2
Source: OMol25
Level of theory: ωB97M-V/def2-TZVPD

Each line ends with the Löwdin charge.
CARTESIAN COORDINATES (ANGSTROEM)
1 C 2.1256 0.8004 -0.1007  -0.0596
2 C 1.9228 -0.3293 0.5419  -0.0769
3 C -1.7538 -0.0276 -0.6402  -0.2231
4 O -3.0382 -0.5772 -0.7021  -0.0262
5 O -1.4762 0.2015 0.5438  0.0952
6 H 2.7492 0.9234 -0.9259  0.0247
7 H 1.3946 1.5833 0.0660  0.0503
8 H 1.2461 -0.3774 1.3329  0.0149
9 H 2.3678 -1.2942 0.4342  0.0413
10 H -3.3948 -0.7175 -1.5897  0.0888
11 H -2.1431 -0.1855 1.0398  0.0705

Calculated values
relative energy (zero: lowest compared OMol25 entry of this formula, charge and spin) = 3.743 eV
total charge = 0
gap between HOMO and LUMO = 10.074 eV
highest occupied orbital energy = -9.305 eV

(4)
Formula: C4H11NO2
Source: OMol25
Level of theory: ωB97M-V/def2-TZVPD

Each line ends with the Löwdin charge.
CARTESIAN COORDINATES (ANGSTROEM)
1 C -0.8994 1.2928 0.6472  -0.4128
2 C -2.0181 1.9532 -0.0491  -0.1130
3 O 0.4117 1.5391 0.2676  -0.0516
4 H -0.9153 1.5142 1.6880  0.0914
5 H -1.0783 0.2030 0.6768  0.1174
6 H -2.2219 1.3153 -0.9173  0.0578
7 H 0.6242 2.4378 0.4803  0.0821
8 H -1.9202 3.0898 -0.3386  0.1022
9 H -2.9568 1.9547 0.8133  0.1461
10 C 1.1747 -1.1437 -1.2967  -0.0087
11 C 1.6272 -1.6023 0.0925  -0.6278
12 O 2.5034 -0.9944 0.6562  0.0563
13 N 0.8241 -2.4582 0.6742  0.1593
14 H 1.5903 -1.8340 -2.0314  0.0833
15 H 1.6450 -0.1963 -1.4570  0.0734
16 H 1.1636 -2.8236 1.5351  0.1015
17 H 0.1836 -3.1281 0.2435  0.1230
18 H 0.2622 -1.1193 -1.6846  0.0201

Calculated values
relative energy (zero: lowest compared OMol25 entry of this formula, charge and spin) = 2.145 eV
total charge = 0
gap between HOMO and LUMO = 10.409 eV
highest occupied orbital energy = -9.590 eV

(5)
Formula: C4H13NO2
Source: OMol25
Level of theory: ωB97M-V/def2-TZVPD

Each line ends with the Löwdin charge.
CARTESIAN COORDINATES (ANGSTROEM)
1 C 1.4994 0.8518 0.8842  -0.1325
2 C 0.5444 0.8774 -0.3140  -0.3943
3 C 0.6978 0.2329 -1.4811  -0.2931
4 N 1.8398 -0.4712 -1.8878  0.0139
5 C -0.7299 1.6115 -0.0317  -0.1922
6 H 2.0116 1.7899 1.1278  0.0579
7 H 2.0065 -0.1234 0.9103  0.0592
8 H 0.7584 0.7852 1.7259  0.0559
9 H -0.2520 0.1170 -1.9900  0.0866
10 H 1.8089 -0.7741 -2.8454  0.0456
11 H 2.7233 -0.0473 -1.6641  0.0612
12 H -1.2404 1.1374 0.8113  0.0285
13 H -1.4230 1.6125 -0.8731  0.0560
14 H -0.5127 2.6296 0.3219  0.0686
15 H -2.3095 -1.3756 0.9483  -0.0305
16 H -2.8720 -0.0759 0.4917  -0.0150
17 O -2.6755 -0.9625 0.1454  -0.2034
18 H -1.1260 -3.2323 1.3114  -0.0183
19 H -0.2337 -2.0492 0.8039  -0.0135
20 O -0.5154 -2.5339 1.6053  -0.2409

Calculated values
relative energy (zero: lowest compared OMol25 entry of this formula, charge and spin) = 0.720 eV
multiplicity = 2
total charge = -1
gap between HOMO and LUMO (alpha / beta) = 2.784 / 8.359 eV
highest occupied orbital energy (alpha / beta) = 1.121 / -4.609 eV

(6)
Formula: CH4IN2
Source: OMol25
Level of theory: ωB97M-V/def2-TZVPD

Each line ends with the Löwdin charge.
CARTESIAN COORDINATES (ANGSTROEM)
1 C 0.6182 -0.3831 0.1703  -0.1239
2 N -0.6245 -0.1652 0.2386  0.1926
3 N 1.7036 0.7232 -0.2624  -0.4504
4 I 3.6182 -0.0045 -0.0528  0.8930
5 H 1.1093 -1.3118 0.3054  0.0853
6 H -1.0491 -1.0863 0.4564  0.1674
7 H -1.2217 0.7404 0.2273  0.2228
8 H 1.5698 1.6789 -0.0722  0.0132

Calculated values
relative energy (zero: lowest compared OMol25 entry of this formula, charge and spin) = 2.277 eV
total charge = +1
gap between HOMO and LUMO = 8.703 eV
highest occupied orbital energy = -13.608 eV

| no. | total energy (Ha) |
| --- | --- |
| 1 | -416.80782 |
| 2 | -3934.38036 |
| 3 | -268.26768 |
| 4 | -364.18935 |
| 5 | -365.36459 |
| 6 | -447.37332 |